# 1
Below is the ion C6H10 with charge +1, with properties calculated with ωB97M-V with the def2-TZVPD basis set.

Geometry (Å):
C  2.2294  -0.3800  -0.2629
C  -2.6706  -0.2513  -1.0990
C  0.8564  0.2805  0.0581
C  -1.6522  0.2882  -0.3891
C  0.6000  0.5409  1.5096
C  -0.2553  -0.0061  -0.7096
H  1.5637  0.9788  2.1153
H  2.9278  -0.5213  0.6422
H  2.6686  0.1614  -1.0990
H  -3.6931  0.1150  -0.8599
H  -0.1472  -0.6465  -1.5273
H  -2.4304  -0.8406  -1.9976
H  -2.0190  0.8038  0.5720
H  -0.2879  1.2447  1.6527
H  1.9033  -1.4179  -0.7486
H  0.4066  -0.3496  2.1431

Calculated values
F_max = 4.2 eV/A
Orbital gap (alpha / beta) = 9.35 / 8.23 eV
HOMO (alpha / beta) = -0.531 / -0.588 hartree
2S+1 = 2
Charge = +1
ΔE to the lowest compared entry with this formula, charge and spin = 22.3 kcal per mole

These are the Löwdin partial charges, in e, on atoms 1 to 2:
1 C -0.0074
2 C 0.1422

=====

# 2
Below is the molecule C4H10N2O, with properties calculated with ωB97M-V with the def2-TZVPD basis set.

Geometry (Å):
O  0.6096  -2.3167  -1.5089
N  0.2469  -0.4744  -0.1536
N  -1.2732  2.2850  0.3367
C  0.8596  0.7581  0.4039
C  0.8272  -1.1816  -1.1274
C  -0.8030  -1.1007  0.6637
C  -0.1372  1.6601  1.0664
H  -1.4484  -1.7444  0.0623
H  -2.0435  2.4748  0.9626
H  1.2774  1.4610  -0.3773
H  1.7397  0.4184  0.9572
H  -1.4172  -0.3667  1.1715
H  -0.3337  -1.8683  1.3228
H  -0.4781  1.3702  2.0721
H  0.4853  2.5114  1.3652
H  1.4129  -0.5729  -1.8738
H  -1.6205  1.6713  -0.3911

Calculated values
F_max = 3.2 eV/A
Orbital gap = 10.26 eV
HOMO = -0.350 hartree
ΔE to the lowest compared entry with this formula, charge and spin = 47.5 kcal per mole

These are the Löwdin partial charges, in e, on atoms 1 to 2:
1 O 0.0114
2 N -0.1386

=====

# 3
Below is the molecule C4H7NO, with properties calculated with ωB97M-V with the def2-TZVPD basis set.

Geometry (Å):
O  1.5420  0.3578  0.9497
N  -1.4691  1.9040  0.9389
C  -1.4451  0.7829  0.6527
C  0.0620  -0.7604  -0.5680
C  1.1034  0.3412  -0.3939
C  -1.2673  -0.6087  0.2266
H  -1.2945  -1.2514  1.1145
H  -2.1302  -0.9058  -0.3860
H  0.7008  1.3202  -0.6928
H  1.9332  0.1038  -1.0763
H  -0.1609  -0.8222  -1.6387
H  1.8854  1.2378  1.1463
H  0.5404  -1.6992  -0.2729

Calculated values
F_max = 1.2 eV/A
Orbital gap = 11.40 eV
HOMO = -0.387 hartree
ΔE to the lowest compared entry with this formula, charge and spin = 27.0 kcal per mole

These are the Löwdin partial charges, in e, on atoms 1 to 2:
1 O -0.0625
2 N 0.1487

=====

# 4
Below is a structure of composition C48H44NO4RhS, with properties calculated with ωB97M-V with the def2-TZVPD basis set.

Geometry (Å):
Rh  -0.4675  -1.0106  -1.7432
S  0.2643  -5.4002  -1.2631
O  -0.4243  1.7728  2.1676
O  -0.1985  -1.2490  0.1498
O  0.4872  3.1225  0.6171
O  -0.7398  0.8774  -1.9784
N  0.3740  -2.8773  -1.6390
C  -0.4480  -3.8844  -1.6678
C  0.2828  1.8856  -0.0650
C  -3.0483  0.7321  1.2679
C  -2.2677  -0.4017  1.1069
C  1.6912  2.8427  2.6913
C  -2.8980  -1.6454  1.0251
C  1.3944  3.5421  -2.1411
C  -4.4860  3.9519  -0.7634
C  1.7780  -4.5887  -0.9656
C  -0.5840  -1.4046  4.8529
C  3.8748  -2.8065  -0.4658
C  0.1247  3.0074  -2.3251
C  6.2702  -2.2493  -0.9183
C  -3.3264  -1.6969  -2.2292
C  -1.0152  -0.8485  3.6570
C  -1.8322  -3.5492  -1.9431
C  -4.1487  -3.9712  -2.3583
C  -1.9766  2.7476  -1.0594
C  -0.7463  -0.4201  1.1446
C  -5.0529  -0.6062  1.2179
C  0.5513  -2.2019  4.8851
C  0.3245  2.9571  2.0276
C  0.0236  0.9190  1.1324
C  5.3253  -2.0013  1.3927
C  -2.0422  -2.1580  -1.9895
C  -4.3686  2.7286  -1.4030
C  -0.6155  2.0993  -1.3089
C  -4.3659  -2.5998  -2.4208
C  1.3600  4.4941  -4.3557
C  1.6405  -3.2275  -1.2179
C  2.6817  -2.3352  -0.9741
C  -2.0946  4.0044  -0.4672
C  -3.3406  4.5900  -0.3022
C  -4.4363  0.6287  1.3156
C  -4.2746  -1.7511  1.0757
C  -3.1214  2.1371  -1.5475
C  4.0088  -4.1938  -0.2439
C  2.9870  -5.0874  -0.4863
C  5.0249  -1.8685  -0.1072
C  0.8266  -1.8736  2.5164
C  -0.4810  4.1054  2.5901
C  -0.5192  3.2382  -3.5405
C  0.0873  3.9688  -4.5461
C  2.0062  4.2792  -3.1516
C  4.6829  -0.4059  -0.3973
C  1.2552  -2.4335  3.7124
C  -0.3162  -1.0794  2.4778
C  -2.8734  -4.4528  -2.1139
H  2.2692  2.0182  2.2747
H  4.9423  -4.5796  0.1452
H  1.8381  5.0684  -5.1390
H  4.4764  -0.2388  -1.4564
H  1.2325  1.5508  -0.5020
H  0.8836  -2.6403  5.8176
H  -3.4161  5.5614  0.1712
H  -5.3647  -2.2231  -2.6021
H  5.6195  -3.0175  1.6581
H  6.5823  -3.2755  -0.7201
H  2.9944  4.6894  -2.9850
H  5.5300  0.2237  -0.1212
H  0.0129  5.0508  2.3657
H  6.1423  -1.3324  1.6708
H  2.1404  -3.0583  3.7239
H  6.0790  -2.1552  -1.9888
H  1.0375  0.5764  1.3787
H  2.2500  3.7646  2.5305
H  -1.4780  4.1048  2.1541
H  -0.5645  3.9993  3.6715
H  3.1201  -6.1426  -0.2886
H  1.5710  2.6791  3.7622
H  1.9197  3.4201  -1.2056
H  7.1017  -1.5908  -0.6596
H  -1.9030  -0.2294  3.6405
H  -6.1323  -0.6820  1.2629
H  4.4481  -1.7362  1.9869
H  -2.6877  -5.5194  -2.0607
H  -3.0146  1.1881  -2.0489
H  -4.7429  -2.7252  1.0059
H  -4.9714  -4.6595  -2.4980
H  -1.5105  2.8310  -3.6960
H  -5.2494  2.2273  -1.7854
H  -2.2872  -2.5354  0.9287
H  -1.1403  -1.2154  5.7622
H  -5.4565  4.4162  -0.6416
H  -1.2051  4.5286  -0.1499
H  -0.4339  4.1317  -5.4811
H  2.5109  -1.2833  -1.1526
H  -2.5860  1.7018  1.3732
H  3.8183  -0.0720  0.1815
H  -5.0292  1.5272  1.4307
H  -3.5368  -0.6374  -2.2389
H  1.3725  -2.0623  1.6008

Calculated values
F_max = 0.6 eV/A
Orbital gap = 7.70 eV
HOMO = -0.305 hartree

These are the Löwdin partial charges, in e, on atoms 1 to 2:
1 Rh 1.2191
2 S 1.1405